Record 1
Below is an isolated molecule of C16H26O4S4 at a distorted geometry, with properties calculated with ωB97M-V/def2-TZVPD.

HOMO-LUMO gap (Eh): 0.27517
ΔE to the lowest compared entry with this formula, charge and spin (eV): 1.202
LUMO level (eV): -1.12
Energy (a.u.): -2518.8617
Max |F| (eV Å⁻¹): 4.726

Structure (XYZ):
```
50
Properties=species:S:1:pos:R:3:forces:R:3:lowdin_charge:R:1
H -2.74018 1.41427 2.94314 1.037 0.125 -0.253 0.139
H -1.18357 -2.26508 -0.27051 -0.388 -0.628 -2.289 0.070
H 0.35942 -3.33967 2.06751 0.579 -0.267 2.044 0.068
H -1.36757 3.13963 -1.84270 -1.010 0.584 0.813 0.091
H 0.28695 1.07010 2.71878 1.998 0.957 -0.997 0.083
H -1.75901 1.66299 1.50054 0.142 0.753 0.458 0.090
H 1.91614 -1.62481 1.05272 0.318 0.184 -0.199 0.096
H -3.47797 4.00795 2.73821 0.693 -0.843 -0.404 0.121
H 3.06504 -3.09220 -3.65425 -1.559 0.514 0.103 0.070
H 4.36159 -2.10843 -4.33816 0.495 0.199 -0.465 0.082
H -2.32121 5.13221 2.99885 0.768 0.591 -0.058 0.105
H 0.72188 -1.67808 -1.25445 0.065 -0.183 0.049 0.082
C 2.70771 -1.28677 -1.62575 0.703 2.018 -2.019 -1.026
C -0.77638 -0.79504 1.10280 0.991 -1.901 2.604 -0.213
O 4.03687 -5.10774 -2.94605 -0.139 0.133 0.102 0.096
C -2.38299 4.15007 2.55641 -1.717 0.790 -0.809 -0.323
S 4.38006 -1.94254 -1.84564 -0.431 -0.976 -0.948 0.812
O -4.27869 3.54038 -3.16595 3.144 -0.491 -0.515 0.051
C 0.37791 -3.13765 1.05316 -0.185 2.046 -3.807 -0.150
O -2.38161 2.50135 -3.95858 0.175 1.789 2.254 0.104
C 1.66613 -2.20465 -1.06401 -1.513 -0.650 -0.140 -0.288
H -1.50351 -0.17485 0.71430 -1.703 1.044 -1.065 0.085
H 1.58889 -3.19009 -1.69497 0.510 1.656 1.157 0.156
C -3.05865 3.32322 -3.07737 -3.098 0.106 1.645 -0.516
C -2.26216 3.83360 -1.86535 1.488 -0.999 -0.075 -0.311
H -0.47537 3.43969 3.08573 1.850 0.649 -0.225 0.062
C -0.63740 0.76876 3.07342 -0.741 -1.050 2.149 -0.214
C 1.72664 -2.53092 0.47904 0.066 -0.615 0.039 -0.171
H 0.16213 -0.45526 0.78310 1.398 0.813 -0.730 0.089
S 2.52622 0.24460 -2.35374 -0.439 -2.646 1.768 0.632
H 2.59760 -3.21610 0.62287 -0.735 0.434 0.179 0.112
H 4.45455 -5.87586 -3.37060 -0.106 -0.364 0.505 0.134
O 5.67663 -4.42224 -4.26566 -1.106 0.640 1.276 0.075
C -0.80650 -0.70844 2.63102 4.035 2.346 -0.740 -0.173
H -1.70228 3.12274 4.31041 0.287 -0.031 -0.881 0.135
C -1.70614 1.73560 2.60350 -0.966 -0.170 0.769 -0.203
C -1.46760 3.16357 3.21376 -2.336 -2.164 0.528 -0.225
C 4.71899 -4.13042 -3.54824 1.987 0.015 -2.758 -0.594
S -0.46100 4.81810 0.60484 -3.000 -1.188 0.894 0.596
H 0.23063 -4.05388 0.52263 -0.245 -0.873 -0.187 0.091
C -2.04551 4.25130 1.07354 2.501 1.339 -2.025 -0.986
H -1.75693 4.79380 -2.12196 -0.892 -0.313 0.532 0.085
H -1.73005 -0.94603 2.90057 -3.924 -1.814 1.589 0.059
S -3.27513 3.83821 -0.16454 1.811 0.102 -0.943 0.896
C 4.06655 -2.77189 -3.55970 0.799 -0.520 2.712 -0.276
H -0.48961 0.86290 4.19753 -0.515 -0.309 -1.053 0.133
C -0.90488 -2.23710 0.72340 0.416 -1.726 2.321 -0.191
H -1.71863 -2.76485 1.30784 0.507 0.800 -0.641 0.131
H -0.00200 -1.35282 3.10200 -1.093 0.652 -0.461 0.137
H -2.95601 2.59838 -4.69348 -0.923 -0.559 -1.803 0.092
```
Positions in Å, forces in eV/Å.

---

Record 2
Below is a structure of composition C16H27AsIO5Pt, with properties calculated with ωB97M-V/def2-TZVPD.

HOMO-LUMO gap (spin up / spin down) (Eh): 0.32025 / 0.23862
Charge: +1
LUMO level (spin up / spin down) (eV): -2.23 / -4.68
Spin multiplicity: 3
Energy (a.u.): -3654.5331
Max |F| (eV Å⁻¹): 0.434

Structure (XYZ):
```
51
Properties=species:S:1:pos:R:3:forces:R:3:lowdin_spin:R:1
H 2.12886 -2.66588 -2.44475 0.013 0.008 -0.001 0.000
C -1.75467 -3.35174 -1.82012 -0.019 0.033 0.004 0.025
C -0.94481 2.37489 0.90378 -0.043 0.018 0.199 0.002
H 1.25342 1.78084 2.28635 0.001 -0.014 -0.012 0.000
H 0.77584 1.08367 -1.84537 0.039 0.085 -0.052 0.012
H -3.12865 -1.14272 0.33872 -0.072 0.000 0.014 0.002
O -0.90354 -1.01722 1.79463 -0.039 -0.010 -0.127 0.080
H 0.55176 -4.95002 -0.51640 0.022 -0.016 0.029 0.002
H 0.82448 -2.28109 -3.58065 -0.024 0.024 0.012 0.000
C 1.43894 0.64192 -2.59769 -0.149 -0.087 0.073 0.033
O 4.17882 0.19397 -0.40465 -0.006 -0.034 0.046 0.023
C 1.11384 -2.91538 -2.74501 0.020 -0.008 0.016 0.013
H -1.14083 2.05569 1.93204 0.089 0.129 -0.015 0.000
C 0.56150 -3.99079 -0.00025 0.016 0.067 0.046 0.011
H 3.89568 -0.48337 -5.33173 -0.008 0.010 -0.011 0.001
H -2.36889 -3.57235 -0.94815 -0.006 -0.001 -0.008 0.000
O -2.15609 0.54203 -0.13499 -0.132 0.005 -0.226 0.060
H 1.46770 3.23760 1.27555 -0.010 0.000 -0.011 0.001
H 4.55205 -0.60160 -2.94434 0.002 -0.002 -0.001 0.000
H 1.06541 -3.96455 -3.03471 -0.014 0.010 -0.025 0.002
C 1.38600 2.15039 1.26718 0.038 -0.015 -0.070 0.001
C 1.94129 0.30163 -4.90781 -0.049 0.040 -0.149 -0.001
C -0.07205 -1.21346 2.94269 0.104 -0.019 0.004 0.004
I 1.38340 0.40850 -6.91672 0.018 -0.021 0.070 0.000
C 2.67531 0.12376 -2.23131 0.007 0.022 0.143 0.016
As -0.05244 -2.64113 -1.23562 -0.115 -0.226 -0.245 0.078
H 0.10791 -0.26443 3.45340 -0.009 0.009 -0.016 0.000
O 0.26115 1.76917 0.45266 -0.111 0.180 -0.006 0.031
H -2.27438 -2.63613 -2.45398 0.040 0.017 -0.005 0.001
H -0.09156 -4.04054 0.86891 -0.016 0.034 -0.007 0.000
H 2.27513 1.71204 0.82820 0.013 -0.026 0.051 0.000
H -1.92793 2.35194 -1.00938 -0.001 -0.037 -0.014 0.000
H 1.57457 -3.75086 0.31764 0.000 0.015 -0.010 0.000
C -2.92231 -0.18809 0.82211 0.217 -0.039 0.077 0.005
C 1.05657 0.72974 -3.93058 0.015 -0.036 0.010 0.015
C -2.16230 -0.42761 2.11179 -0.023 0.033 -0.008 0.005
Pt 0.04693 -0.41691 -0.34309 0.224 -0.011 0.072 1.379
C -2.08303 1.96462 -0.00275 0.103 -0.072 0.107 0.004
H -2.74099 -1.09902 2.75370 0.028 -0.046 -0.017 0.002
C 3.06458 -0.08746 -0.78327 -0.029 -0.010 -0.286 0.011
H 0.87230 -1.62131 2.59229 0.011 0.024 -0.038 0.001
H -3.86600 0.32071 1.02958 -0.002 0.018 -0.016 0.001
H -0.83498 3.46287 0.90877 -0.015 0.007 -0.086 0.001
H -1.58023 -4.26997 -2.37933 -0.022 -0.019 0.020 0.004
H 0.09243 1.13770 -4.20243 0.012 0.022 0.003 0.000
H -0.54650 -1.91288 3.63316 -0.032 0.007 -0.022 0.001
C 3.20203 -0.17132 -4.56304 0.044 -0.006 0.072 0.017
H -3.02543 2.35753 0.38481 -0.019 0.009 -0.017 0.002
H -1.99968 0.50286 2.66301 -0.045 -0.082 0.042 0.000
C 3.57084 -0.24358 -3.22740 -0.041 -0.030 -0.041 -0.003
O 2.14975 -0.63095 -0.02038 -0.029 0.043 0.431 0.157
```
Positions in Å, forces in eV/Å.